Entry 1:
Formula: C23H50LaN2O2P3
Source: OMol25
Level of theory: ωB97M-V/def2-TZVPD

```
81
Properties=species:S:1:pos:R:3:forces:R:3
La 0.40342 0.60330 -0.78410 -1.5 0.6 -0.9
P 2.72562 1.64633 0.35118 2.1 0.6 0.5
C 3.89316 1.80142 -1.09077 0.2 -0.3 -0.1
C 3.51136 1.30073 -2.47612 -0.1 -0.5 -0.3
N 2.28195 0.78360 -2.72897 0.3 0.1 0.0
C 1.99018 0.29206 -3.95946 0.2 0.5 -0.1
C 2.97622 0.21171 -4.93563 0.0 0.0 -0.3
C 4.24842 0.71526 -4.68917 -0.1 0.0 0.4
C 4.49989 1.31231 -3.45963 0.3 -0.2 -0.1
C 0.57080 -0.15494 -4.29670 -0.3 -0.3 0.2
P -0.92918 0.71264 -3.54853 0.4 0.1 -0.9
H 5.49853 1.71394 -3.25863 -0.5 -0.1 0.1
H 2.76345 -0.22552 -5.90736 -0.1 0.0 0.2
H 5.04210 0.61204 -5.42964 -0.3 0.2 0.1
H 0.39533 -0.06691 -5.38195 0.3 -0.2 0.3
H 0.45552 -1.22358 -4.04159 0.1 0.2 -0.1
H 4.21243 2.83081 -1.17036 0.0 0.4 -0.1
H 4.79762 1.25496 -0.77175 -0.3 0.2 -0.3
H 1.71049 6.13119 -1.98452 0.0 0.4 -0.2
O 1.70352 6.32738 -2.93365 0.1 -1.4 0.2
H 1.82278 5.43165 -3.31779 -0.1 1.0 0.0
H -1.37989 3.56649 0.64696 0.2 -0.5 -0.1
O -1.11773 2.69473 0.29406 -0.3 0.0 -1.6
H -1.59496 2.62385 -0.57549 0.1 0.5 1.2
C -0.96620 2.20393 -4.60825 -0.1 0.2 0.2
H -1.13701 1.88380 -5.64749 0.2 0.3 0.3
H -1.79854 2.85017 -4.28752 0.3 -0.1 -0.2
H -0.01782 2.75344 -4.51547 -0.3 -0.1 -0.1
C -2.27759 -0.23984 -4.32981 -0.1 -0.2 0.2
H -3.23233 0.04789 -3.86683 0.3 -0.2 -0.2
H -2.32041 0.00077 -5.40049 0.0 -0.2 0.3
H -2.11684 -1.31739 -4.19163 -0.2 0.3 0.0
C 3.84151 0.70193 1.45319 -0.3 -0.4 0.2
H 4.52330 1.41037 1.94379 -0.1 -0.4 -0.1
H 3.24984 0.14363 2.19347 0.4 0.2 -0.1
H 4.41882 -0.00009 0.83716 -0.2 0.0 0.4
C 2.79328 3.29598 1.12350 -0.2 0.2 0.0
H 1.98817 3.39130 1.86859 0.3 0.0 -0.2
H 3.76756 3.39387 1.62002 -0.3 0.2 -0.2
H 2.66954 4.07027 0.35361 0.0 -0.1 0.3
C -3.71777 -2.66507 1.79554 -0.4 -0.3 -0.1
C -2.58286 -2.19879 0.88162 -0.5 -0.3 0.0
C -1.99489 -3.41706 0.14399 -0.1 -0.1 -0.2
C -3.18514 -1.27694 -0.19991 0.0 0.1 -0.2
P -1.24723 -1.32705 1.81453 1.0 0.8 -0.9
N -0.39693 -0.57478 0.67690 -0.3 -0.8 1.0
C -1.90440 -0.00581 2.96602 -0.2 -0.4 0.4
C -2.48939 -0.62341 4.23916 -0.2 0.0 0.3
C -0.79686 0.97563 3.36205 0.2 0.2 0.1
C -3.00613 0.80541 2.28401 -0.3 0.2 0.0
C -0.06293 -2.48800 2.66098 -0.1 -0.4 0.5
C 0.89271 -3.09576 1.61427 0.0 0.0 0.0
C 0.83789 -1.72296 3.65824 0.1 0.0 0.1
C -0.81233 -3.60883 3.41322 0.3 -0.1 0.2
H -4.42237 -3.27147 1.20856 0.1 0.1 0.1
H -4.28373 -1.82451 2.20059 0.0 -0.1 0.0
H -3.36414 -3.29363 2.61600 -0.1 0.1 -0.1
H -2.78315 -3.82701 -0.50799 0.2 0.1 0.2
H -1.14621 -3.12551 -0.48970 -0.2 -0.1 0.1
H -1.68441 -4.22461 0.81792 -0.1 0.3 -0.3
H -3.70317 -0.40946 0.21378 0.1 -0.2 -0.1
H -2.41880 -0.90680 -0.89606 -0.1 -0.2 0.1
H -3.92229 -1.84791 -0.78616 0.2 0.1 0.2
H -1.72648 -1.11928 4.84732 -0.2 0.1 -0.1
H -2.92469 0.18013 4.85018 0.1 -0.2 -0.1
H -3.29365 -1.33136 4.01574 0.2 0.1 0.2
H -0.20400 1.27699 2.49633 0.0 0.1 0.0
H -1.26471 1.86978 3.79081 0.0 -0.1 -0.1
H -0.12259 0.57955 4.12047 -0.1 0.0 -0.1
H -2.66355 1.28889 1.36638 -0.1 -0.2 0.1
H -3.90523 0.22039 2.08785 0.1 0.0 0.0
H -3.31595 1.60193 2.97325 0.1 -0.1 -0.1
H 1.33156 -2.29991 0.99822 0.0 -0.2 0.2
H 1.69818 -3.61200 2.15677 -0.2 0.1 -0.2
H 0.39878 -3.81149 0.95142 0.2 0.1 0.2
H 0.30000 -1.35582 4.54391 0.2 -0.1 -0.4
H 1.61513 -2.41876 4.01941 -0.3 0.2 -0.1
H 1.35046 -0.88490 3.15859 -0.2 -0.2 0.2
H -1.51905 -3.21356 4.15526 0.2 -0.1 -0.2
H -1.34336 -4.27241 2.72359 0.1 0.1 0.3
H -0.08264 -4.22933 3.96074 -0.2 0.2 -0.2
```
Positions in Å, forces in eV/Å.

Properties
- E_LUMO (eV) = -5.712
- charge = +2
- maximum force (eV/Å) = 2.28
- spin multiplicity = 1
- frontier orbital gap (eV) = 8.169
- relative energy (zero: lowest compared OMol25 entry of this formula, charge and spin) (kcal/mol) = 0.0



Entry 2:
Formula: C23H51B3ClN4O9P2
Source: OMol25
Level of theory: ωB97M-V/def2-TZVPD

```
93
Properties=species:S:1:pos:R:3:forces:R:3
C 4.34704 -5.69156 2.41033 -0.2 0.3 0.0
C 3.10273 -5.76265 1.52962 0.4 -0.9 0.4
O 1.90937 -5.41367 2.27164 0.0 0.4 -0.3
B 1.58716 -4.07311 2.18174 -0.2 -1.1 0.6
O 2.02296 -3.20032 3.13336 -0.9 0.1 -0.3
C 0.65048 -3.64634 0.94362 1.3 0.3 1.3
C 1.19903 -2.79501 0.01843 0.3 0.9 -1.7
B 2.70617 -2.23186 0.17774 0.1 0.5 -0.4
O 2.86106 -1.35815 1.22316 -0.2 -1.3 0.3
C 3.93007 -2.56048 -0.77004 0.9 -0.1 0.8
C 5.26981 -2.01853 -0.18711 -0.1 -0.2 -0.6
C 0.42119 -2.38264 -1.08935 -1.0 -1.0 0.0
P 1.35536 -1.24779 -2.24233 0.9 1.2 0.9
O 0.29280 -0.22579 -2.96291 0.2 -1.1 -0.6
Cl 1.98764 -2.56274 -3.74944 -0.5 0.2 0.3
C -0.91881 -2.84873 -1.16022 1.2 1.8 -1.0
P -2.13848 -2.40331 -2.50951 -0.9 -1.1 -0.2
C -1.34472 -2.61406 -4.17568 -0.6 0.2 0.2
C -2.62820 -0.61017 -2.26866 0.7 -0.4 0.0
C -2.93062 0.09648 -3.59548 -0.3 0.4 0.6
C -1.39709 -3.67194 -0.17080 -1.6 -0.6 -0.4
B -2.96906 -4.11192 -0.30131 -0.3 0.5 -0.2
N -3.93186 -3.07522 -0.06278 0.8 -0.1 -0.6
O -3.32962 -5.40380 -0.62353 0.5 0.1 0.8
N -0.61370 -4.08062 0.84124 0.2 -0.2 -0.5
C -1.17463 -4.99012 1.82715 -0.8 -0.9 1.7
O -2.08082 -4.33013 2.71480 0.1 1.0 -1.0
C -1.55854 -3.12024 3.19640 1.0 0.3 1.6
C -2.03195 -1.83030 2.57298 -1.0 -0.2 -0.2
O -0.77305 -3.13478 4.11527 -0.7 -0.3 -1.1
H 4.41583 -4.72339 2.91636 0.1 -0.1 -0.1
H 5.24480 -5.85900 1.80898 -0.1 0.1 0.1
H 4.30252 -6.46083 3.18434 0.0 0.1 -0.1
H 2.98169 -6.80957 1.23929 -0.2 0.2 -0.2
H 3.18234 -5.15827 0.61648 0.0 0.0 0.1
H 1.78793 -3.56947 3.99919 0.6 0.1 0.2
H 3.42284 -1.71369 1.92513 0.3 0.5 0.0
H 3.83765 -2.09162 -1.75232 -0.3 -0.2 0.1
H 4.06573 -3.63764 -0.94189 -0.3 0.1 -0.2
H 6.00920 -2.01847 -0.99333 0.1 -0.1 0.2
H 5.18676 -0.98559 0.15482 -0.1 -0.1 0.1
H 5.65743 -2.65873 0.61105 -0.1 0.2 0.0
H 0.45888 -0.28650 -3.91728 -0.2 0.2 0.0
H -0.59936 -3.40722 -4.17221 0.1 0.3 0.1
H -1.01436 -1.68126 -4.62917 0.4 -0.2 0.1
H -2.16558 -2.97964 -4.80152 0.1 0.1 0.1
H -3.54831 -0.59146 -1.67507 0.2 -0.2 0.0
H -1.82961 -0.14479 -1.68310 -0.2 0.3 -0.2
H -3.40033 1.05572 -3.35052 0.1 -0.1 -0.1
H -2.04225 0.32267 -4.18307 -0.1 -0.2 -0.1
H -3.68521 -0.45664 -4.16177 0.3 0.0 -0.2
H -3.46413 -2.17572 -0.11108 -0.3 0.1 0.4
H -4.62680 -3.05595 -0.80438 -0.4 -0.3 0.4
H -3.78634 -5.77475 0.14428 -0.5 -0.2 -0.5
H -0.43782 -5.49385 2.45811 0.5 0.4 -0.5
H -1.75875 -5.78886 1.37064 0.1 0.3 -0.4
H -2.25158 -1.10630 3.35969 0.3 -0.1 0.0
H -2.96237 -1.98944 2.02296 0.2 -0.1 0.0
H -1.29397 -1.38688 1.89532 0.2 -0.3 0.2
C 1.75156 1.28996 1.21488 0.1 0.2 -0.2
C 1.01513 2.02261 0.10232 -0.1 -0.1 0.4
C 0.37134 3.34517 0.53887 0.0 0.1 -0.3
O -0.82583 3.19382 1.28334 0.1 0.0 0.0
C -0.64227 2.93302 2.66462 -0.3 0.0 0.0
N 0.02268 1.10178 -0.48406 0.0 0.0 0.0
H 1.07275 0.79153 1.90836 0.0 0.0 0.0
H 2.38456 0.52284 0.78410 -0.1 0.3 0.0
H 2.38722 1.96836 1.78799 -0.1 0.0 0.0
H 1.75292 2.26464 -0.66850 -0.1 0.0 -0.1
H 0.08573 3.89543 -0.36155 -0.1 0.0 0.0
H 1.08303 3.98019 1.07679 0.0 -0.1 0.1
H 0.23506 3.44856 3.06267 0.0 0.0 0.0
H -0.56209 1.85848 2.85016 0.1 0.0 0.1
H -1.52559 3.29444 3.19118 0.0 0.0 -0.1
H -0.40220 1.54861 -1.29344 0.1 -0.1 -0.1
H -0.74260 1.02801 0.18410 0.1 0.0 0.1
C 0.15927 7.72834 -1.31548 0.1 -0.1 -0.2
C -0.91923 6.79986 -0.76617 0.1 0.4 0.1
C -2.35053 7.29433 -1.03070 -0.1 -0.3 0.0
O -2.77396 8.34687 -0.18791 0.0 0.0 -0.2
C -2.35506 9.64108 -0.58579 -0.1 0.0 0.3
N -0.67422 6.58105 0.66285 -0.2 -0.2 0.0
H 0.28982 8.61946 -0.70260 -0.1 0.0 0.0
H 1.12136 7.21492 -1.33904 0.0 0.0 0.1
H -0.07411 8.04404 -2.33450 0.0 0.0 0.0
H -0.81198 5.83854 -1.28002 -0.1 0.0 0.0
H -3.03439 6.46551 -0.82593 0.0 0.0 0.1
H -2.49175 7.56414 -2.08559 0.1 0.1 0.0
H -2.31950 9.74100 -1.67408 0.1 0.0 0.0
H -1.38117 9.88380 -0.15496 0.1 0.1 -0.2
H -3.07672 10.35778 -0.19490 0.0 -0.1 0.0
H -1.33331 5.88569 1.00607 0.1 -0.1 0.0
H -0.94450 7.43280 1.14867 0.1 0.0 0.0
```
Positions in Å, forces in eV/Å.

Properties
- E_LUMO (eV) = -4.222
- charge = +1
- maximum force (eV/Å) = 2.36
- spin multiplicity = 1
- frontier orbital gap (eV) = 6.442